Record 1
Here is a structure of composition C42H102F4N15O17P5 at a distorted geometry from the Open Molecules 2025 dataset. Energies are from ωB97M-V/def2-TZVPD.

Cartesian coordinates (Å):
1 C 9.050 -22.554 -6.854
2 C 8.515 -21.826 -5.682
3 O 7.264 -22.487 -5.422
4 C 7.328 -23.740 -5.874
5 O 6.528 -24.636 -5.689
6 O 8.457 -23.839 -6.587
7 F 8.363 -20.565 -5.895
8 H 10.135 -22.651 -6.820
9 H 8.918 -22.087 -7.830
10 H 9.217 -21.916 -4.852
11 C 10.039 -24.190 -10.328
12 C 9.372 -23.671 -9.026
13 O 10.174 -24.323 -8.037
14 C 10.986 -25.156 -8.597
15 O 11.698 -25.853 -7.993
16 O 11.117 -24.954 -9.990
17 F 8.106 -24.180 -8.880
18 H 10.399 -23.380 -10.963
19 H 9.399 -24.761 -11.000
20 H 9.383 -22.590 -8.880
21 C 10.065 -27.748 -12.501
22 C 9.440 -26.772 -11.462
23 O 10.089 -25.589 -11.857
24 C 10.299 -25.597 -13.206
25 O 10.667 -24.651 -13.999
26 O 10.292 -26.877 -13.598
27 F 9.733 -27.066 -10.241
28 H 9.460 -28.622 -12.742
29 H 11.109 -27.938 -12.250
30 H 8.362 -26.617 -11.492
31 C 6.179 -25.024 -11.037
32 C 5.895 -25.552 -9.622
33 O 5.098 -24.552 -9.064
34 C 5.183 -23.407 -9.856
35 O 4.758 -22.320 -9.537
36 O 6.014 -23.630 -10.863
37 F 7.008 -25.617 -8.897
38 H 5.487 -25.369 -11.805
39 H 7.210 -25.228 -11.325
40 H 5.535 -26.581 -9.603
41 O 11.483 -31.045 -5.698
42 P 11.616 -29.585 -5.583
43 N 10.178 -28.645 -5.595
44 C 9.990 -27.186 -5.231
45 C 8.972 -29.490 -5.566
46 N 12.557 -28.899 -6.821
47 C 12.699 -29.658 -8.051
48 C 12.714 -27.513 -6.796
49 N 12.242 -29.111 -4.021
50 C 11.490 -29.483 -2.785
51 C 13.593 -28.581 -3.857
52 H 10.355 -26.598 -6.073
53 H 10.532 -26.975 -4.309
54 H 8.955 -26.861 -5.123
55 H 8.051 -28.907 -5.563
56 H 9.027 -30.141 -4.694
57 H 9.003 -30.319 -6.273
58 H 12.937 -30.708 -7.882
59 H 11.708 -29.687 -8.504
60 H 13.335 -29.106 -8.744
61 H 12.568 -27.013 -5.838
62 H 13.742 -27.308 -7.095
63 H 11.960 -27.088 -7.458
64 H 11.707 -28.744 -2.014
65 H 10.411 -29.409 -2.923
66 H 11.682 -30.522 -2.515
67 H 13.799 -27.689 -4.449
68 H 14.107 -29.441 -4.285
69 H 14.005 -28.663 -2.851
70 O 9.823 -21.604 -8.539
71 P 11.097 -20.808 -8.369
72 N 11.041 -19.821 -6.995
73 C 9.849 -18.966 -6.945
74 C 11.229 -20.368 -5.667
75 N 11.384 -19.764 -9.618
76 C 12.068 -18.476 -9.561
77 C 11.152 -20.203 -11.007
78 N 12.566 -21.732 -8.366
79 C 12.521 -23.080 -9.077
80 C 13.827 -21.167 -8.016
81 H 9.597 -18.441 -7.866
82 H 10.006 -18.288 -6.107
83 H 8.941 -19.470 -6.612
84 H 12.206 -20.850 -5.709
85 H 10.394 -20.997 -5.357
86 H 11.309 -19.498 -5.015
87 H 12.551 -18.315 -8.597
88 H 12.818 -18.320 -10.336
89 H 11.320 -17.687 -9.644
90 H 12.090 -20.402 -11.525
91 H 10.497 -21.071 -11.081
92 H 10.507 -19.494 -11.526
93 H 12.903 -23.882 -8.446
94 H 11.466 -23.269 -9.273
95 H 13.146 -23.005 -9.967
96 H 13.917 -20.832 -6.982
97 H 14.086 -20.287 -8.604
98 H 14.675 -21.848 -7.932
99 O 14.671 -23.599 -13.729
100 P 14.013 -22.280 -13.880
101 N 13.429 -21.981 -15.478
102 C 13.135 -20.675 -15.964
103 C 13.526 -22.973 -16.501
104 N 14.950 -20.888 -13.384
105 C 16.163 -20.729 -14.235
106 C 15.128 -20.608 -11.967
107 N 12.500 -22.148 -12.993
108 C 12.386 -23.030 -11.824
109 C 11.761 -20.856 -12.953
110 H 13.841 -20.551 -16.786
111 H 13.288 -19.955 -15.161
112 H 12.083 -20.760 -16.235
113 H 13.285 -23.906 -15.992
114 H 14.558 -23.070 -16.835
115 H 12.876 -22.828 -17.365
116 H 15.778 -20.815 -15.251
117 H 16.498 -19.694 -14.182
118 H 16.870 -21.559 -14.233
119 H 15.956 -21.105 -11.462
120 H 15.486 -19.580 -11.908
121 H 14.277 -20.677 -11.288
122 H 13.205 -22.836 -11.131
123 H 11.393 -22.890 -11.397
124 H 12.418 -24.029 -12.257
125 H 11.585 -20.442 -13.946
126 H 12.335 -20.133 -12.374
127 H 10.775 -21.022 -12.518
128 O 10.288 -22.523 -5.012
129 P 11.456 -23.373 -4.636
130 N 11.166 -24.924 -3.991
131 C 12.091 -26.020 -3.729
132 C 9.799 -25.185 -3.462
133 N 12.304 -22.702 -3.276
134 C 13.668 -23.188 -2.887
135 C 11.760 -21.766 -2.384
136 N 12.646 -23.658 -5.873
137 C 13.599 -22.630 -6.302
138 C 12.303 -24.511 -6.977
139 H 11.603 -26.885 -3.280
140 H 12.954 -25.707 -3.141
141 H 12.444 -26.381 -4.695
142 H 9.596 -24.610 -2.558
143 H 9.623 -26.243 -3.265
144 H 9.067 -24.834 -4.188
145 H 14.316 -22.342 -2.657
146 H 13.625 -23.754 -1.957
147 H 14.164 -23.755 -3.675
148 H 12.554 -21.194 -1.904
149 H 11.112 -21.072 -2.921
150 H 11.164 -22.206 -1.584
151 H 13.192 -22.020 -7.109
152 H 13.673 -21.892 -5.503
153 H 14.614 -22.991 -6.466
154 H 11.564 -23.943 -7.542
155 H 11.964 -25.477 -6.604
156 H 13.154 -24.752 -7.615
157 O 15.539 -28.398 -11.553
158 P 14.296 -27.681 -11.006
159 N 14.038 -26.159 -11.831
160 C 12.764 -25.391 -11.871
161 C 15.033 -25.541 -12.715
162 N 14.303 -27.325 -9.296
163 C 13.610 -26.239 -8.616
164 C 15.138 -28.153 -8.401
165 N 12.875 -28.574 -11.282
166 C 11.877 -28.638 -10.329
167 C 12.614 -28.951 -12.663
168 H 12.985 -24.375 -11.543
169 H 11.979 -25.831 -11.256
170 H 12.395 -25.321 -12.894
171 H 16.050 -25.694 -12.354
172 H 14.742 -24.504 -12.887
173 H 14.891 -25.913 -13.729
174 H 12.925 -25.749 -9.309
175 H 12.946 -26.642 -7.851
176 H 14.313 -25.591 -8.093
177 H 14.991 -29.214 -8.600
178 H 16.184 -27.986 -8.658
179 H 14.890 -27.926 -7.364
180 H 11.231 -27.780 -10.512
181 H 11.171 -29.462 -10.431
182 H 12.189 -28.702 -9.287
183 H 13.255 -29.803 -12.890
184 H 12.839 -28.099 -13.305
185 H 11.558 -29.221 -12.670

For the energy above the lowest of the compared OMol25 structures with the same formula, charge and spin, the calculation gives 5517.8 kJ/mol. The HOMO energy is -7.37 eV. The value obtained for the HOMO-LUMO gap is 0.2715 hartree. The calculation puts the total energy at -159632.107 eV. As for the lowest unoccupied orbital energy: 0.02 eV. Its molar mass is 1320.23 Da.

Löwdin population analysis, charges in e, atoms 1 to 6: C -0.10; C -0.35; O 0.18; C -0.55; O 0.13; O 0.06

***

Record 2
Here is a structure of composition C36H40GeN5O3Ti at a distorted geometry from the Open Molecules 2025 dataset. Energies are from ωB97M-V/def2-TZVPD.

Cartesian coordinates (Å):
1 Ti 1.101 0.049 1.587
2 C 3.750 -0.256 3.250
3 O 2.980 -0.781 2.151
4 C 3.727 -1.377 1.135
5 C 4.866 -2.160 1.327
6 C 5.656 -2.572 0.281
7 C 5.126 -2.469 -0.997
8 C 3.933 -1.798 -1.231
9 C 3.239 -1.227 -0.149
10 N 2.099 -0.427 -0.345
11 N 2.090 0.315 -1.363
12 C 1.010 1.192 -1.584
13 C -0.128 1.270 -0.763
14 O -0.532 0.209 0.052
15 C -0.975 2.422 -0.887
16 C -0.788 3.307 -1.866
17 C 0.273 3.137 -2.831
18 C 0.383 4.017 -3.894
19 C 1.261 3.739 -4.953
20 C 2.084 2.603 -4.895
21 C 2.096 1.755 -3.787
22 C 1.159 2.032 -2.712
23 H 4.640 0.026 2.763
24 H 3.301 0.670 3.672
25 H 3.920 -1.045 4.000
26 H 5.266 -2.386 2.281
27 H 6.551 -3.114 0.525
28 H 5.679 -2.933 -1.794
29 H 3.583 -1.628 -2.219
30 H -1.900 2.367 -0.319
31 H -1.501 4.079 -2.017
32 H -0.286 4.874 -3.935
33 H 1.238 4.315 -5.883
34 H 2.903 2.463 -5.608
35 H 2.778 0.998 -3.811
36 C 1.066 -2.801 3.145
37 N 0.372 -2.094 2.043
38 C 0.479 -2.942 0.795
39 C -1.086 -1.853 2.348
40 C -1.242 -0.861 3.432
41 N -0.458 0.357 3.108
42 C -1.354 1.393 2.607
43 C 0.197 0.829 4.313
44 H 0.499 -3.668 3.494
45 H 1.151 -2.068 3.979
46 H 2.077 -3.100 2.987
47 H -0.312 -3.664 0.906
48 H 1.393 -3.480 0.767
49 H 0.225 -2.329 -0.071
50 H -1.594 -2.797 2.622
51 H -1.543 -1.503 1.408
52 H -0.768 -1.298 4.362
53 H -2.290 -0.729 3.648
54 H -2.024 1.665 3.427
55 H -1.917 0.979 1.788
56 H -0.806 2.346 2.367
57 H -0.503 1.080 5.160
58 H 0.847 1.701 4.184
59 H 0.859 0.033 4.644
60 O 2.515 4.040 1.605
61 C 2.185 2.935 1.653
62 N 1.790 1.792 1.730
63 Ge -2.129 -0.693 -0.785
64 C -3.699 -0.412 0.251
65 C -4.235 -1.454 0.995
66 C -5.442 -1.353 1.622
67 C -6.153 -0.160 1.568
68 C -5.676 0.875 0.760
69 C -4.492 0.737 0.062
70 C -1.938 -0.149 -2.615
71 C -2.766 0.706 -3.339
72 C -2.626 0.909 -4.672
73 C -1.707 0.145 -5.424
74 C -0.865 -0.703 -4.750
75 C -0.957 -0.793 -3.324
76 H -1.634 -2.223 -0.759
77 H -3.695 -2.414 1.016
78 H -5.904 -2.193 2.068
79 H -7.133 -0.141 2.041
80 H -6.292 1.789 0.661
81 H -4.175 1.536 -0.513
82 H -3.461 1.274 -2.772
83 H -3.237 1.599 -5.174
84 H -1.697 0.325 -6.474
85 H -0.137 -1.312 -5.222
86 H -0.293 -1.524 -2.852

For the energy above the lowest of the compared OMol25 structures with the same formula, charge and spin, the calculation gives 72.6 kJ/mol. The HOMO energy (alpha / beta) is -13.05 / -13.07 eV. The value obtained for the HOMO-LUMO gap (alpha / beta) is 0.2348 / 0.2367 hartree. The calculation puts the total energy at -131191.704 eV. As for the lowest unoccupied orbital energy (alpha / beta): -6.66 / -6.63 eV. Its molar mass is 711.23 Da. Its multiplicity is 2. As for the total charge: +2.

Löwdin population analysis, charges in e, atoms 1 to 6: Ti 1.08; C 0.00; O -0.26; C -0.21; C 0.00; C -0.03

***

Record 3
Here is a structure of composition C24H22FeN6O2 at a distorted geometry from the Open Molecules 2025 dataset. Energies are from ωB97M-V/def2-TZVPD.

Cartesian coordinates (Å):
1 Fe -0.202 -0.052 -1.905
2 C -4.055 -2.797 3.467
3 C -3.032 -2.146 2.585
4 C -1.752 -1.844 3.061
5 C -0.803 -1.303 2.232
6 C -1.078 -1.001 0.871
7 N -0.127 -0.507 0.045
8 C 1.017 0.081 0.599
9 C 0.977 0.999 1.648
10 C 2.139 1.563 2.139
11 C 3.380 1.237 1.594
12 C 4.647 1.867 2.095
13 C 3.414 0.339 0.533
14 C 2.255 -0.222 0.041
15 N 2.327 -1.170 -1.017
16 C 3.253 -2.137 -1.178
17 C 3.011 -2.753 -2.380
18 C 1.899 -2.086 -2.902
19 N 1.486 -1.132 -2.079
20 C -2.371 -1.336 0.397
21 C -3.307 -1.893 1.243
22 N -2.747 -1.114 -0.946
23 C -3.988 -0.838 -1.405
24 C -3.938 -0.832 -2.773
25 C -2.603 -1.112 -3.072
26 N -1.880 -1.287 -1.968
27 H -3.903 -2.529 4.511
28 H -3.978 -3.884 3.391
29 H -5.067 -2.519 3.175
30 H -1.496 -2.065 4.089
31 H 0.196 -1.136 2.603
32 H 0.012 1.291 2.044
33 H 2.083 2.280 2.949
34 H 4.508 2.312 3.079
35 H 4.966 2.654 1.408
36 H 5.454 1.136 2.154
37 H 4.359 0.103 0.058
38 H 3.995 -2.327 -0.421
39 H 3.561 -3.563 -2.825
40 H 1.385 -2.251 -3.835
41 H -4.276 -2.167 0.844
42 H -4.805 -0.647 -0.730
43 H -4.745 -0.640 -3.459
44 H -2.134 -1.210 -4.039
45 O 2.659 2.604 -1.256
46 C 1.476 2.784 -1.386
47 C 0.762 4.137 -1.343
48 C -0.729 3.800 -1.468
49 C -0.696 2.304 -1.620
50 O -1.650 1.505 -1.769
51 N 0.520 1.790 -1.580
52 H 1.133 4.749 -2.164
53 H 1.020 4.646 -0.415
54 H -1.216 4.247 -2.334
55 H -1.317 4.070 -0.590

The HOMO energy (alpha / beta) is -10.92 / -11.50 eV. The value obtained for the HOMO-LUMO gap (alpha / beta) is 0.3068 / 0.2381 hartree. The calculation puts the total energy at -72662.596 eV. As for the lowest unoccupied orbital energy (alpha / beta): -2.57 / -5.02 eV. Its molar mass is 482.32 Da. Its multiplicity is 2. As for the total charge: +1.

Löwdin population analysis, charges in e, atoms 1 to 6: Fe 0.69; C -0.03; C -0.23; C -0.01; C 0.02; C -0.17

***

Record 4
Here is a cluster of 11 separate species, C19H53N7O26S4 in total at a distorted geometry from the Open Molecules 2025 dataset. Energies are from ωB97M-V/def2-TZVPD.

Cartesian coordinates (Å):
1 C -1.413 -5.845 -1.437
2 N -0.505 -5.251 -2.452
3 O 0.246 -5.943 -3.098
4 O -0.521 -4.059 -2.606
5 H -2.250 -6.323 -1.944
6 H -1.639 -4.990 -0.803
7 H -0.817 -6.638 -0.987
8 C 2.232 3.247 -4.985
9 N 1.958 2.071 -4.084
10 O 2.700 1.100 -4.139
11 O 0.888 2.134 -3.413
12 H 3.267 3.582 -4.972
13 H 1.577 4.005 -4.556
14 H 1.795 2.963 -5.941
15 C 3.198 -1.994 -4.585
16 N 3.470 -3.319 -5.154
17 O 3.606 -4.211 -4.313
18 O 3.629 -3.434 -6.354
19 H 3.815 -1.748 -3.722
20 H 2.153 -2.034 -4.280
21 H 3.424 -1.286 -5.381
22 C -2.861 3.740 -0.756
23 N -3.533 3.415 -2.010
24 O -2.877 2.923 -2.938
25 O -4.723 3.666 -2.138
26 H -1.804 3.835 -1.002
27 H -2.981 2.949 -0.017
28 H -3.203 4.686 -0.339
29 C -6.761 0.711 -0.743
30 N -6.361 -0.650 -1.357
31 O -6.701 -1.633 -0.740
32 O -5.827 -0.601 -2.454
33 H -7.307 1.265 -1.504
34 H -5.854 1.214 -0.408
35 H -7.252 0.437 0.189
36 C 3.079 -5.218 -0.443
37 N 3.649 -4.018 -1.135
38 O 2.872 -3.310 -1.732
39 O 4.814 -3.752 -0.964
40 H 2.806 -5.987 -1.165
41 H 2.182 -4.899 0.085
42 H 3.792 -5.637 0.265
43 C 1.561 -4.527 3.199
44 N 0.815 -5.800 3.067
45 O 0.222 -6.217 4.053
46 O 0.881 -6.458 2.008
47 H 1.432 -4.268 4.249
48 H 1.177 -3.683 2.626
49 H 2.595 -4.779 2.966
50 O 1.032 5.013 3.641
51 S 1.119 3.967 2.595
52 O -0.014 3.132 2.477
53 O 1.391 4.733 1.141
54 C 1.336 3.923 -0.065
55 C 0.838 4.730 -1.209
56 C 2.655 3.011 2.721
57 H 0.676 3.081 0.152
58 H 2.297 3.430 -0.221
59 H 0.876 4.087 -2.088
60 H 1.451 5.623 -1.332
61 H -0.156 5.125 -1.000
62 H 2.425 2.057 2.245
63 H 2.829 2.690 3.747
64 H 3.443 3.610 2.268
65 O 5.792 2.492 1.799
66 S 6.886 1.589 1.454
67 O 7.558 0.780 2.466
68 O 6.440 0.545 0.192
69 C 5.518 1.020 -0.746
70 C 5.009 -0.210 -1.538
71 C 8.177 2.598 0.556
72 H 6.102 1.660 -1.410
73 H 4.655 1.539 -0.330
74 H 4.381 -0.878 -0.948
75 H 5.787 -0.828 -1.986
76 H 4.370 0.082 -2.373
77 H 8.632 3.261 1.290
78 H 7.683 3.101 -0.274
79 H 8.855 1.861 0.126
80 O -4.583 1.639 2.899
81 S -5.272 1.430 4.168
82 O -4.954 2.319 5.301
83 O -6.911 1.543 3.871
84 C -7.773 1.515 5.006
85 C -9.305 1.396 4.622
86 C -5.069 -0.377 4.561
87 H -7.637 2.462 5.528
88 H -7.520 0.687 5.670
89 H -9.604 2.392 4.297
90 H -9.838 1.349 5.572
91 H -9.561 0.569 3.962
92 H -4.074 -0.244 4.986
93 H -5.000 -0.927 3.624
94 H -5.868 -0.684 5.233
95 O 1.902 0.601 0.302
96 S 0.965 -0.506 0.071
97 O 1.066 -1.681 0.958
98 O -0.611 -0.025 0.119
99 C -1.589 -1.048 0.065
100 C -2.937 -0.380 0.394
101 C 1.083 -1.027 -1.671
102 H -1.408 -1.842 0.790
103 H -1.609 -1.509 -0.923
104 H -3.203 0.434 -0.280
105 H -2.861 0.004 1.412
106 H -3.717 -1.142 0.398
107 H 0.566 -1.980 -1.771
108 H 2.131 -0.950 -1.954
109 H 0.509 -0.275 -2.214

The HOMO energy is -10.75 eV. The value obtained for the HOMO-LUMO gap is 0.3675 hartree. The calculation puts the total energy at -127545.654 eV. As for the structure (SMILES): CCOS(C)(=O)=O.CCOS(C)(=O)=O.CCOS(C)(=O)=O.CCOS(C)(=O)=O.C[N+](=O)[O-].C[N+](=O)[O-].C[N+](=O)[O-].C[N+](=O)[O-].C[N+](=O)[O-].C[N+](=O)[O-].C[N+](=O)[O-]. As for the lowest unoccupied orbital energy: -0.75 eV. Its molar mass is 923.92 Da.

Löwdin population analysis, charges in e, atoms 1 to 6: C 0.06; N -0.46; O 0.07; O 0.05; H 0.11; H 0.10